No. 1
Here is a molecular structure, C6H21N5O5STb in a non-equilibrium geometry from the OMol25 dataset. Energies are from ωB97M-V/def2-TZVPD.

The geometry in XYZ format:
```
39
Properties=species:S:1:pos:R:3:forces:R:3
O -2.0554 -2.3611 1.0152 0.097 -1.992 -0.837
H -1.7383 -3.2568 1.2115 -0.114 -0.101 -0.077
Tb -0.6511 -0.8501 -0.3534 -1.477 1.134 2.627
N -1.0799 0.8499 -1.9561 -1.150 2.798 -1.375
N -0.1279 1.6406 0.2087 -0.143 2.490 -0.887
O -1.7144 0.3207 -3.0857 0.630 0.598 0.876
O 0.6102 2.1092 1.3438 -0.710 -0.323 -0.258
C -1.0229 2.1829 -1.8673 -0.792 -3.691 -1.876
C -0.4716 2.6345 -0.6253 1.684 -1.858 3.171
C -1.4718 3.0905 -2.9582 -0.303 0.239 -0.133
C -0.2616 4.0699 -0.3442 0.235 0.469 0.002
H -2.0667 2.5377 -3.6937 0.204 0.128 0.254
H -0.6077 3.5354 -3.4771 -0.205 -0.144 0.188
H -2.0770 3.9158 -2.5569 0.199 -0.205 -0.085
H 0.4720 4.2066 0.4504 -0.190 -0.003 -0.109
H -1.1996 4.5521 -0.0434 0.077 -0.134 -0.043
H 0.0883 4.5780 -1.2477 -0.078 -0.023 0.110
H -2.0365 -0.5614 -2.7020 0.298 0.428 -0.170
H 0.0888 1.8475 2.1293 -0.017 -0.029 -0.501
O 1.7185 -0.1417 -0.8468 0.304 0.426 -0.568
H 2.0308 -0.3368 -1.7492 -0.012 0.146 0.429
H 1.7410 0.8325 -0.7392 0.037 -0.637 -0.131
C -2.4244 0.0084 1.5754 1.733 1.806 -1.506
H -3.3107 -0.5474 1.8312 -0.083 -0.239 -0.006
H -2.6832 0.9802 1.1140 -0.278 -0.049 0.442
H -1.8185 0.2401 2.4613 -0.179 -0.027 0.280
O -2.2790 -1.6007 -1.4532 -1.013 -0.406 -1.174
H -2.4545 -2.4480 0.0947 0.134 0.088 1.178
H -3.2094 -1.7274 -1.6888 0.374 -0.009 0.178
N 0.9244 -1.4634 1.6229 0.200 -0.276 0.463
N 1.9519 -2.4140 1.3123 0.243 0.558 -0.570
C 1.8652 -3.1055 0.1225 0.592 -0.026 0.151
N 3.0157 -3.7235 -0.1965 -0.228 0.076 0.311
S 0.5038 -3.2570 -0.8723 0.833 -0.514 0.304
H 0.3567 -1.8622 2.3768 0.127 0.219 -0.175
H 1.3733 -0.6173 2.0013 -0.232 -0.453 -0.293
H 2.8951 -2.0573 1.5088 -0.644 -0.375 0.062
H 3.0333 -4.2927 -1.0255 0.007 -0.088 0.032
H 3.7484 -3.8479 0.4945 -0.158 0.001 -0.285
```
Positions in Å, forces in eV/Å.

Values from the calculation:
Multiplicity: 7
Frontier orbital gap (alpha / beta): 0.1894 / 0.1900 Eh
Highest occupied orbital energy (alpha / beta): -9.03 / -9.03 eV
Net charge: +1
Total energy: -57512.80135 eV

Mulliken atomic charge list, values in e, 6 entries: -0.54, 0.33, 0.97, 0.32, 0.14, -0.54

No. 2
Here is a single C20H31ClN2O7P2S2 molecule from the OMol25 dataset. Energies are from ωB97M-V/def2-TZVPD.

The geometry in XYZ format:
```
65
Properties=species:S:1:pos:R:3:forces:R:3
C -0.1736 5.8424 -1.0353 0.222 -0.138 -0.072
C 0.6238 4.6820 -0.4438 -0.293 -0.160 0.224
C -0.1321 3.3440 -0.5893 -0.010 0.400 0.141
N 0.7944 2.2559 -0.8883 -0.325 -0.156 -0.185
C 0.4216 0.8412 -0.6936 0.296 -0.263 0.201
P 1.0791 0.1862 -2.3636 0.090 0.350 0.120
O 2.6822 0.4785 -2.1370 -0.162 -0.284 -0.057
Cl 1.0142 -1.8887 -2.3042 0.014 -0.060 0.047
C -1.1084 0.5596 -0.6836 -0.302 -0.212 -0.066
C -1.8361 0.4301 -2.0453 -0.156 0.041 0.158
C -1.8332 1.6362 -2.9905 -0.431 -0.176 -0.293
C -2.9676 2.6096 -2.6395 0.708 0.216 0.235
C -2.8306 3.9193 -3.3867 -0.020 -0.138 -0.325
O -2.3006 4.0276 -4.4529 -0.054 0.039 0.271
O -3.2929 5.0235 -2.6995 -0.028 0.010 -0.073
C -1.3823 -0.7305 0.0775 -0.459 0.166 -0.252
O -1.2443 -0.5570 1.4925 0.204 -0.353 0.072
S -0.0233 0.3022 2.0448 0.157 0.209 0.084
O -0.5011 1.6452 2.2136 -0.009 -0.065 0.023
O 0.5104 -0.4230 3.1473 -0.180 0.131 -0.112
C 1.1542 0.3341 0.6648 -0.337 0.273 -0.377
C 2.0095 -0.9494 0.6772 0.250 -0.385 0.309
C 1.3852 -2.3091 1.0705 -0.030 -0.357 0.003
C 2.2057 -2.9908 2.1556 -0.165 0.060 -0.167
O 3.4095 -3.0383 2.1027 0.022 0.302 0.234
N 1.4791 -3.5738 3.2264 0.537 -0.130 -0.123
C 0.7938 -4.7796 2.8445 -0.365 0.186 0.011
C -0.5159 -4.7020 2.3827 0.116 0.032 0.047
C -1.1756 -5.8521 1.9775 0.014 0.060 -0.023
C -0.5389 -7.0836 2.0489 -0.010 -0.033 -0.024
C 0.7611 -7.1618 2.5302 0.029 0.004 -0.004
C 1.4314 -6.0131 2.9215 -0.018 0.121 0.033
P 2.3508 1.7177 1.2009 0.410 -0.225 0.632
S 3.3590 1.3702 2.8212 -0.005 -0.049 -0.167
H -0.2086 5.7742 -2.1251 -0.087 -0.009 0.016
H -1.2001 5.8271 -0.6628 0.042 0.103 -0.013
H 0.2870 6.7962 -0.7776 -0.090 0.022 0.009
H 0.7768 4.8761 0.6213 0.193 -0.023 -0.076
H 1.6109 4.5920 -0.9042 -0.024 0.101 -0.042
H -0.8969 3.4848 -1.3582 0.024 -0.148 -0.071
H -0.6497 3.1234 0.3452 0.057 -0.049 -0.056
H 1.2380 2.4298 -1.7848 0.093 0.088 0.050
H 3.2193 -0.3192 -2.2162 0.157 0.077 0.012
H -1.6493 1.3227 -0.1145 0.344 0.167 -0.039
H -2.8876 0.2607 -1.7816 0.066 -0.128 -0.015
H -1.5359 -0.4892 -2.5599 0.159 0.140 -0.017
H -2.0067 1.2785 -4.0084 0.130 0.043 0.028
H -0.8788 2.1576 -3.0177 -0.017 -0.014 0.039
H -2.9310 2.8550 -1.5750 -0.265 -0.116 -0.015
H -3.9354 2.1569 -2.8679 -0.062 0.087 0.056
H -4.2434 5.1379 -2.8146 -0.015 -0.022 0.029
H -0.7685 -1.5616 -0.2709 0.114 0.020 0.091
H -2.4276 -1.0114 -0.0595 0.073 -0.017 0.062
H 2.8211 -0.7764 1.3924 -0.114 0.051 0.023
H 2.5199 -1.0709 -0.2696 -0.077 0.153 -0.108
H 1.4099 -2.9940 0.2170 -0.060 0.097 -0.014
H 0.3594 -2.2574 1.4142 0.000 0.105 -0.045
H 2.1663 -3.7684 3.9486 -0.027 -0.140 -0.024
H -1.0042 -3.7346 2.3674 -0.035 -0.061 0.011
H -2.1931 -5.7762 1.6147 0.006 -0.072 0.009
H -1.0560 -7.9793 1.7312 0.004 -0.012 0.017
H 1.2728 -8.1140 2.5890 -0.072 -0.025 -0.002
H 2.4519 -6.0576 3.2858 -0.029 -0.036 -0.046
H 1.5865 2.8648 1.3392 -0.070 0.075 -0.270
H 3.1442 1.8196 0.0555 -0.132 0.124 -0.123
```
Positions in Å, forces in eV/Å.

Values from the calculation:
SMILES: CCCN[C@]1(P(O)Cl)[C@@H](CCCC(=O)O)COS(=O)(=O)[C@]1(CCC(=O)Nc1ccccc1)[PH2]=S
Frontier orbital gap: 0.3164 Eh
Highest occupied orbital energy: -8.43 eV
Net charge: 0
Total energy: -91326.33929 eV

Mulliken atomic charge list, values in e, 6 entries: -1.39, -0.57, 0.23, -0.06, 0.95, 0.05

No. 3
Here is a molecular structure, C6H10F3MnN2O3 in a non-equilibrium geometry from the OMol25 dataset. Energies are from ωB97M-V/def2-TZVPD.

The geometry in XYZ format:
```
25
Properties=species:S:1:pos:R:3:forces:R:3
N -2.8692 0.7976 0.5387 0.770 -0.453 -0.279
C -1.5150 1.2963 0.7901 -0.708 0.515 0.640
C -0.7299 0.4052 1.7421 0.779 -0.049 -0.777
C -0.1190 -0.8993 1.1690 0.031 0.332 -0.185
N 1.3432 -0.7801 0.8842 -0.335 -0.217 -0.188
C 1.5406 0.2922 -0.0030 0.464 1.018 -0.372
O 2.7727 0.1872 -0.8162 -1.510 0.821 1.942
C 2.5083 -0.2544 -1.9901 2.645 -0.333 1.157
F 1.9726 -1.4966 -1.9616 -2.075 -0.090 -0.727
F 3.5722 -0.3751 -2.6401 2.545 0.073 -2.275
F 1.7035 0.6356 -2.7709 -0.358 -0.373 -0.195
C -0.9261 -1.5145 -0.0088 0.766 2.111 0.283
O -1.4910 -2.5106 0.1476 -1.610 -3.218 0.521
O -1.0162 -0.8977 -1.2285 0.147 0.328 0.428
H -3.5440 1.1953 1.1695 -0.136 0.077 0.107
H -3.1099 1.0412 -0.4032 -0.550 -0.006 -0.223
H -1.5765 2.2755 1.2635 0.203 0.246 0.039
H -1.0340 1.4728 -0.1703 0.228 -0.142 -0.009
H 0.1024 0.9719 2.1469 0.182 0.152 0.221
H -1.3497 0.1621 2.5889 -0.365 -0.170 0.173
H -0.1785 -1.6219 1.9629 -0.109 -0.516 0.011
H 1.6694 -1.6206 0.4215 -0.016 -0.332 0.347
H 1.5984 1.2488 0.4908 0.215 0.255 0.218
H 0.7106 0.3702 -0.7067 -0.093 0.334 -0.138
Mn -0.0350 -0.3812 -2.6162 -1.108 -0.365 -0.717
```
Positions in Å, forces in eV/Å.

Values from the calculation:
Multiplicity: 6
Frontier orbital gap (alpha / beta): 0.2578 / 0.2343 Eh
Highest occupied orbital energy (alpha / beta): -12.48 / -12.48 eV
Net charge: +1
Total energy: -54970.71927 eV

Mulliken atomic charge list, values in e, 6 entries: -0.49, -0.42, -1.10, 0.37, -0.39, 0.18

No. 4
Here is 3 unconnected molecules or ions with the total composition C4H13NO2 in a non-equilibrium geometry from the OMol25 dataset. Energies are from ωB97M-V/def2-TZVPD.

The geometry in XYZ format:
```
20
Properties=species:S:1:pos:R:3:forces:R:3
C -1.3621 -2.0066 0.2928 0.100 -1.131 -0.290
C -1.6586 -0.5536 0.1033 -0.211 1.285 1.563
C -2.7407 -0.0808 -0.8452 0.548 -0.821 -0.363
C -1.1540 0.3649 0.9701 0.130 -1.104 -1.184
N 0.2065 0.3839 1.3715 -0.722 -0.403 1.513
H -1.2110 -2.6467 -0.5789 -0.033 0.354 -0.359
H -2.2468 -2.4327 0.7950 0.052 0.104 -0.181
H -0.5388 -2.2879 0.9565 0.076 0.566 0.009
H -3.6177 0.3987 -0.4157 -0.064 -0.089 0.151
H -3.0091 -0.9233 -1.4860 -0.497 0.043 0.135
H -2.2475 0.6175 -1.5239 -0.284 0.185 0.022
H -1.7810 1.1226 1.4269 0.256 0.774 -0.892
H 0.2477 0.9331 2.2224 0.566 -0.148 0.121
H 0.5672 -0.5534 1.5569 -0.060 0.147 0.089
O 5.1608 2.3392 -0.8894 -0.097 -0.253 -0.242
H 4.2445 2.0909 -1.0537 -0.242 0.117 0.252
H 5.6135 1.5427 -1.1836 0.280 0.055 0.080
O 2.2082 0.4481 -0.6048 0.521 -0.162 -0.148
H 1.7017 0.9130 -1.2758 -0.212 -0.064 0.160
H 1.6171 0.3305 0.1616 -0.109 0.544 -0.435
```
Positions in Å, forces in eV/Å.

Values from the calculation:
SMILES: CC(C)=CN.O.O
Frontier orbital gap: 0.3165 Eh
Highest occupied orbital energy: -7.94 eV
Net charge: 0
ΔE to the lowest compared entry with this formula, charge and spin: 38.6 kcal/mol
Total energy: -9942.52109 eV

Mulliken atomic charge list, values in e, 6 entries: -1.24, 0.68, -1.16, -0.49, -0.52, 0.32